Computed, not measured: a structure of composition C7H9N2 at a distorted geometry, with ωB97M-V/def2-TZVPD.

Each line ends with the natural charge from an NBO analysis.
Geometry (Å):
1 C 1.96 -0.07 -1.00  0.03
2 C 0.84 -0.31 -0.43  0.03
3 C -0.42 -2.36 -0.09  0.12
4 C -1.15 1.33 -0.49  -0.39
5 C -0.47 1.06 0.91  -0.25
6 C 0.31 1.12 -0.26  0.09
7 C -0.59 -0.39 1.31  -0.23
8 N 0.00 -1.19 0.26  -0.24
9 N 1.57 1.71 -0.74  -0.50
10 H 3.01 -0.44 -1.17  0.26
11 H 0.03 -2.97 -0.83  0.24
12 H -1.39 -2.68 0.30  0.23
13 H -1.66 0.46 -0.94  0.21
14 H -1.55 2.22 -0.56  0.24
15 H -0.22 1.85 1.58  0.28
16 H -1.63 -0.74 1.49  0.24
17 H -0.13 -0.66 2.31  0.26
18 H 1.50 2.05 -1.65  0.37

Its HOMO energy is -13.59 eV. Its energy above the lowest of the compared OMol25 structures with the same formula, charge and spin is 149.9 kcal/mol. As for the lowest unoccupied orbital energy: -5.500 eV. The value obtained for the frontier orbital gap is 8.091 eV. The charge is +1.